# CH4N2S

A cluster of 2 separate species, CH4N2S in total in a non-equilibrium geometry (ωB97M-V with the def2-TZVPD basis set, OMol25).

Calculated values
Relative energy (zero: lowest compared OMol25 entry of this formula, charge and spin): 7.2004 eV
HOMO-LUMO gap (spin up / spin down): 8.7018 / 8.9737 eV
HOMO (spin up / spin down): -9.2 / -8.6 eV
2S+1: 1
Energy: -547.947247 Ha

Positions of all 8 atoms, in Å:
C: -0.53371 -0.72686 0.00812
N: 0.81599 -0.60015 -0.45244
N: 0.27134 0.48268 0.18045
S: 0.07639 1.92586 -0.66432
H: -1.33166 -0.83969 -0.65716
H: -0.81569 -1.22881 0.89153
H: 2.52538 -1.46782 0.81379
H: -1.00803 2.45480 -0.11997

Cartesian forces, eV/Å:
C 0.9 0.7 0.8
N 0.3 0.2 -0.1
N -1.0 -1.6 0.9
S 0.8 1.1 -1.7
H -0.8 0.4 -1.8
H 0.4 -0.5 1.4
H -0.2 0.1 -0.1
H -0.4 -0.3 0.7


# CH4N2S

An isolated molecule of CH4N2S in a non-equilibrium geometry (ωB97M-V with the def2-TZVPD basis set, OMol25).

Calculated values
SMILES: [H]/N=C\NS
Relative energy (zero: lowest compared OMol25 entry of this formula, charge and spin): 2.0909 eV
HOMO-LUMO gap: 10.2339 eV
HOMO: -9.6 eV
2S+1: 1
Energy: -548.135018 Ha

Positions of all 8 atoms, in Å:
H: -2.07243 -0.36805 -0.92832
N: -1.86610 0.44901 -0.40436
C: -0.67567 0.38187 0.06555
N: 0.51182 -0.62031 0.14661
S: 1.92392 0.21790 -0.15863
H: -0.46754 1.30805 0.54355
H: 0.42632 -1.48887 -0.46860
H: 2.21968 0.12040 1.20420

Cartesian forces, eV/Å:
H -0.7 -1.2 -0.7
N 2.1 -0.7 0.5
C -0.2 -0.7 -0.2
N -4.3 0.0 -2.0
S 1.4 0.1 1.9
H 1.3 0.4 0.9
H -0.2 1.7 1.1
H 0.6 0.5 -1.4


# CH4N2S2

A structure of composition CH4N2S2 in a non-equilibrium geometry (ωB97M-V with the def2-TZVPD basis set, OMol25).

Calculated values
Relative energy (zero: lowest compared OMol25 entry of this formula, charge and spin): 2.8129 eV
HOMO-LUMO gap: 8.1684 eV
HOMO: -8.3 eV
2S+1: 1
Energy: -946.283182 Ha

Positions of all 9 atoms, in Å:
C: 1.36734 -0.01376 0.45047
N: 0.53555 -0.35578 -0.49905
N: -1.20470 -0.61912 -0.11903
S: 2.85174 0.58319 0.08559
S: -2.04305 0.79399 -0.14608
H: 1.05417 -0.21933 1.46854
H: 0.71715 -0.07333 -1.45567
H: -1.44158 -1.18486 -0.92839
H: -1.83663 1.08900 1.14361

Cartesian forces, eV/Å:
C 0.6 0.1 0.2
N -4.0 -1.0 -0.1
N 4.0 -0.4 -0.3
S 0.2 0.1 0.2
S -0.5 1.0 -0.2
H -0.2 0.0 0.1
H -0.1 0.1 0.0
H 0.0 0.0 0.0
H -0.2 0.0 0.1


# CH4N2S2

An isolated molecule of CH4N2S2 in a non-equilibrium geometry (ωB97M-V with the def2-TZVPD basis set, OMol25).

Calculated values
SMILES: S/N=C\NS
Relative energy (zero: lowest compared OMol25 entry of this formula, charge and spin): 1.5350 eV
HOMO-LUMO gap: 9.3215 eV
HOMO: -8.8 eV
2S+1: 1
Energy: -946.330142 Ha

Positions of all 9 atoms, in Å:
S: -1.16585 -1.81592 0.03160
N: 0.47160 -1.58405 0.22030
C: 0.99187 -0.43168 0.21554
N: 0.33592 0.81853 0.21941
S: -0.28424 1.37075 -1.28394
H: -1.61796 -0.64983 0.60065
H: 2.06634 -0.43711 0.29751
H: 0.80426 1.61711 0.72104
H: -1.60193 1.11219 -1.02210

Cartesian forces, eV/Å:
S -0.8 0.4 0.6
N 0.2 0.1 -0.7
C 0.4 0.1 0.7
N 0.4 1.2 0.4
S -0.7 -0.3 0.3
H 0.1 -0.4 -0.4
H 0.4 0.3 0.1
H -0.5 -1.6 -0.8
H 0.5 0.2 -0.2


# CH4N2Si

A structure of composition CH4N2Si in a non-equilibrium geometry (ωB97M-V with the def2-TZVPD basis set, OMol25).

Calculated values
Relative energy (zero: lowest compared OMol25 entry of this formula, charge and spin): 4.4923 eV
HOMO-LUMO gap (spin up / spin down): 8.5592 / 7.2306 eV
HOMO (spin up / spin down): -9.0 / -7.5 eV
2S+1: 1
Energy: -439.332794 Ha

Positions of all 8 atoms, in Å:
C: -1.28420 0.29121 0.18545
N: -0.11552 -0.41867 0.61688
N: -0.79477 -0.75944 -0.59146
Si: 1.46236 -0.06453 0.00953
H: -2.15932 0.10321 0.79913
H: -1.19502 1.31839 -0.16991
H: 1.78252 0.73455 -1.16283
H: 2.30395 -1.20471 0.31321

Cartesian forces, eV/Å:
C -0.6 1.2 0.6
N -0.7 -0.6 0.1
N 0.9 -0.6 -0.5
Si 0.5 0.5 0.7
H 0.0 0.0 0.0
H 0.0 0.0 -0.1
H -0.3 -0.1 -0.6
H 0.2 -0.3 -0.2


# CH4N3O2

A cluster of 2 separate species, CH4N3O2 in total in a non-equilibrium geometry (ωB97M-V with the def2-TZVPD basis set, OMol25).

Calculated values
Relative energy (zero: lowest compared OMol25 entry of this formula, charge and spin): 5.3277 eV
HOMO-LUMO gap (spin up / spin down): 4.1363 / 4.1369 eV
HOMO (spin up / spin down): -1.8 / -1.8 eV
2S+1: 1
Charge: -1
Energy: -355.057001 Ha

Positions of all 10 atoms, in Å:
C: -0.04196 -0.86685 -0.36366
N: -0.39011 -1.49227 -1.41266
N: 0.67594 1.70368 0.92728
N: -1.61182 -2.04029 -1.69601
O: -2.51425 -2.12768 -0.84841
O: -1.82649 -2.40098 -2.84568
H: -0.65048 -0.45977 0.44347
H: 1.05324 -0.61412 -0.36314
H: -0.20095 1.42974 0.42262
H: 0.50666 2.44099 1.60925

Cartesian forces, eV/Å:
C 0.4 0.6 -0.2
N 2.2 -1.0 -1.2
N 0.0 -1.2 -0.6
N -3.8 0.3 0.5
O 1.4 0.1 0.1
O 1.3 0.3 0.5
H -0.1 -0.3 0.0
H -1.3 0.0 0.3
H 0.5 1.0 0.9
H -0.6 0.0 -0.3